ORCA calculation (the ωB97M-V functional and the def2-TZVPD basis) on C6H7N in the gas phase at a distorted geometry.

Geometry as ORCA input:
```
! wB97M-V def2-TZVPD RIJCOSX def2/J DEFGRID3
* xyz 0 1
N -2.2406 0.0437 0.5467
C -0.8980 -0.0048 0.1763
C -0.0354 -0.8598 0.9012
C 1.2307 -1.0446 0.3858
C 1.8117 -0.0236 -0.3826
C 1.0070 0.9382 -0.9533
C -0.3581 0.9471 -0.6782
H -2.6409 -0.8453 0.7967
H -2.8536 0.5997 -0.0253
H -0.5351 -1.6593 1.4428
H 1.8104 -1.9301 0.6134
H 2.8846 -0.0492 -0.4926
H 1.4552 1.8353 -1.3668
H -0.9705 1.7867 -0.9814
*
```

- energy relative to the best compared isomer or geometry (same formula, charge and spin) (eV) = 0.4566
- frontier orbital gap (hartree) = 0.335
- highest occupied orbital energy (eV) = -7.97
- SMILES = Nc1ccccc1

For each atom in turn, the natural (NBO) charge in e is:
1 N -0.80
2 C 0.18
3 C -0.26
4 C -0.17
5 C -0.27
6 C -0.18
7 C -0.29
8 H 0.38
9 H 0.38
10 H 0.20
11 H 0.21
12 H 0.21
13 H 0.21
14 H 0.21



ORCA calculation (the ωB97M-V functional and the def2-TZVPD basis) on C3H5FN2 in the gas phase at a distorted geometry.

Geometry as ORCA input:
```
! wB97M-V def2-TZVPD RIJCOSX def2/J DEFGRID3
* xyz 0 1
F 1.2919 0.5566 1.5142
C 0.7847 0.9029 0.1716
N -0.5629 1.2728 0.2707
C -1.3190 0.3400 0.0505
C -0.4773 -0.8830 -0.3468
N 0.8106 -0.2320 -0.6398
H 1.5086 1.6906 -0.0930
H -2.3757 0.3599 0.2629
H -0.3812 -1.5041 0.6031
H -0.8509 -1.6867 -1.1504
H 1.5711 -0.8170 -0.6429
*
```

- energy relative to the best compared isomer or geometry (same formula, charge and spin) (eV) = 0.5543
- frontier orbital gap (hartree) = 0.402
- highest occupied orbital energy (eV) = -9.97
- SMILES = F[C@@H]1N=CCN1

For each atom in turn, the natural (NBO) charge in e is:
1 F -0.42
2 C 0.44
3 N -0.43
4 C 0.16
5 C -0.32
6 N -0.63
7 H 0.18
8 H 0.20
9 H 0.21
10 H 0.22
11 H 0.39



ORCA calculation (the ωB97M-V functional and the def2-TZVPD basis) on 2 unconnected molecules or ions with the total composition C3H11NO at a distorted geometry.

Geometry as ORCA input:
```
! wB97M-V def2-TZVPD RIJCOSX def2/J DEFGRID3
* xyz -1 2
C 0.8216 1.3672 -0.0362
N 0.3981 -0.0257 -0.0537
C 0.2335 -0.5884 1.3056
C 1.2928 -0.8498 -0.8636
H 0.1765 1.9062 0.6674
H 1.8367 1.4923 0.3536
H 0.7068 1.8274 -1.0182
H -0.1861 -1.5838 1.1349
H -0.5622 0.0230 1.7342
H 1.1840 -0.6265 1.8397
H 0.7150 -1.6774 -1.2837
H 1.8565 -0.2706 -1.5915
H 2.1046 -1.2867 -0.2592
H -1.5891 0.0117 -0.5571
H -2.7817 -0.3658 0.3496
O -2.5385 0.1469 -0.4261
*
```

- energy relative to the best compared isomer or geometry (same formula, charge and spin) (eV) = 0.4224
- frontier orbital gap (alpha / beta) (hartree) = 0.108 / 0.349
- <S²> = 0.75
- highest occupied orbital energy (alpha / beta) (eV) = 1.28 / -5.19

For each atom in turn, the natural (NBO) charge in e is:
1 C -0.54
2 N -0.49
3 C -0.81
4 C -0.70
5 H 0.19
6 H 0.16
7 H 0.19
8 H 0.18
9 H 0.18
10 H 0.17
11 H 0.19
12 H 0.19
13 H 0.16
14 H 0.49
15 H 0.45
16 O -1.00



ORCA calculation (the ωB97M-V functional and the def2-TZVPD basis) on C19H25NO5 in the gas phase.

Geometry as ORCA input:
```
! wB97M-V def2-TZVPD RIJCOSX def2/J DEFGRID3
* xyz 0 1
C -3.9723 -1.2109 -1.5770
O -3.0346 -1.9346 -0.8173
C -2.3255 -1.2756 0.1446
C -1.4804 -2.0682 0.9236
C -0.7195 -1.5001 1.9253
C -0.7833 -0.1391 2.1632
C -1.6085 0.6604 1.3795
C -1.6393 2.1125 1.6564
O -1.4974 2.5687 2.7652
C -1.8839 3.0477 0.4710
O -1.5087 2.4952 -0.7801
C -0.3455 2.9196 -1.3087
O 0.2839 3.8530 -0.8975
C -0.0329 2.1703 -2.5927
C -0.0655 0.6560 -2.3936
C 0.7738 0.2910 -1.1760
O 0.8492 1.0261 -0.2125
N 1.3872 -0.9048 -1.2421
C 2.2413 -1.4064 -0.1813
C 3.7108 -1.0704 -0.4522
C 4.5861 -1.5935 0.6825
C 4.4043 -3.0990 0.8513
C 2.9381 -3.4327 1.1094
C 2.0641 -2.9142 -0.0291
C -2.3907 0.0910 0.3767
H -4.4321 -1.9371 -2.2455
H -3.4947 -0.4255 -2.1726
H -4.7443 -0.7642 -0.9427
H -1.4545 -3.1292 0.7275
H -0.0779 -2.1258 2.5277
H -0.1922 0.3247 2.9365
H -2.9545 3.2779 0.4234
H -1.3250 3.9737 0.6477
H -0.7688 2.4671 -3.3429
H 0.9555 2.4923 -2.9223
H -1.0874 0.3327 -2.1848
H 0.2881 0.1443 -3.2897
H 1.3339 -1.4527 -2.0859
H 1.9192 -0.8938 0.7310
H 4.0184 -1.5273 -1.3968
H 3.8194 0.0113 -0.5445
H 5.6331 -1.3649 0.4751
H 4.3096 -1.0879 1.6096
H 4.7388 -3.6098 -0.0548
H 5.0173 -3.4558 1.6809
H 2.8121 -4.5126 1.2091
H 2.6217 -2.9689 2.0457
H 2.3549 -3.4060 -0.9617
H 1.0148 -3.1415 0.1631
H -3.0488 0.7195 -0.1997
*
```

- energy relative to the best compared isomer or geometry (same formula, charge and spin) (eV) = 1.0917
- frontier orbital gap (hartree) = 0.334
- highest occupied orbital energy (eV) = -8.65
- SMILES = COc1cccc(C(=O)COC(=O)CCC(=O)NC2CCCCC2)c1

For each atom in turn, the natural (NBO) charge in e is:
1 C -0.25
2 O -0.50
3 C 0.29
4 C -0.24
5 C -0.21
6 C -0.19
7 C -0.04
8 C 0.55
9 O -0.52
10 C -0.19
11 O -0.54
12 C 0.84
13 O -0.59
14 C -0.50
15 C -0.48
16 C 0.69
17 O -0.64
18 N -0.60
19 C -0.06
20 C -0.39
21 C -0.40
22 C -0.40
23 C -0.39
24 C -0.40
25 C -0.30
26 H 0.20
27 H 0.17
28 H 0.18
29 H 0.22
30 H 0.22
31 H 0.23
32 H 0.21
33 H 0.25
34 H 0.23
35 H 0.23
36 H 0.24
37 H 0.21
38 H 0.39
39 H 0.23
40 H 0.19
41 H 0.22
42 H 0.21
43 H 0.20
44 H 0.19
45 H 0.21
46 H 0.21
47 H 0.20
48 H 0.19
49 H 0.22
50 H 0.23



ORCA calculation (the ωB97M-V functional and the def2-TZVPD basis) on 2 unconnected molecules or ions with the total composition C2H8NO at a distorted geometry.

Geometry as ORCA input:
```
! wB97M-V def2-TZVPD RIJCOSX def2/J DEFGRID3
* xyz 1 1
O -1.7706 -0.6480 2.2813
H -1.6329 -0.0379 3.0276
H -2.2554 -1.2746 2.8419
H 1.5396 1.2917 -1.6202
C 1.0067 0.3588 -1.9347
C 0.3755 -0.2609 -0.7286
N 0.3776 0.2926 0.4277
H 0.3220 0.8510 -2.6037
H 1.6093 -0.3751 -2.4704
H -0.3966 -1.0099 -1.0023
H 1.1714 0.8735 0.7197
H -0.3467 -0.0613 1.0616
*
```

- energy relative to the best compared isomer or geometry (same formula, charge and spin) (eV) = 0.8389
- frontier orbital gap (hartree) = 0.405
- highest occupied orbital energy (eV) = -16.11

For each atom in turn, the natural (NBO) charge in e is:
1 O -0.97
2 H 0.48
3 H 0.50
4 H 0.24
5 C -0.72
6 C 0.34
7 N -0.61
8 H 0.30
9 H 0.28
10 H 0.24
11 H 0.44
12 H 0.47



ORCA calculation (the ωB97M-V functional and the def2-TZVPD basis) on 2 unconnected molecules or ions with the total composition C9H16NS2 at a distorted geometry.

Geometry as ORCA input:
```
! wB97M-V def2-TZVPD RIJCOSX def2/J DEFGRID3
* xyz 1 1
C -2.1455 0.4475 -1.7232
C 1.0212 -0.4279 2.1880
C 1.8724 0.8308 1.9136
C 2.1874 -0.0045 -0.4798
C -0.4033 -0.5841 1.5695
C 0.8399 -0.8917 -0.7159
C 1.7779 1.1422 0.3666
C -0.1786 -0.1653 0.1640
C -3.7013 -0.5599 -3.7195
N 0.3002 1.2127 0.0625
S -1.5905 1.8613 -2.2233
S -3.0801 -0.8593 -2.0191
H 1.6889 -1.1501 1.8970
H 0.9455 -0.5750 3.2547
H 1.5583 1.7366 2.4971
H 2.8467 0.7331 2.0776
H 3.0232 -0.4141 -0.1590
H 2.6002 0.4011 -1.3990
H -0.5574 -1.6308 1.6828
H -1.2012 -0.1945 2.0830
H 0.5059 -0.7952 -1.7478
H 1.0084 -1.9215 -0.2763
H 2.2430 1.9782 -0.0241
H -4.1200 -1.4189 -4.2111
H -2.9646 -0.1678 -4.4211
H -4.6165 -0.0072 -3.8137
H -0.3139 1.8498 0.6989
H 0.1009 1.4200 -0.9667
*
```

- energy relative to the best compared isomer or geometry (same formula, charge and spin) (eV) = 3.6526
- frontier orbital gap (alpha / beta) (hartree) = 0.294 / 0.276
- highest occupied orbital energy (alpha / beta) (eV) = -12.14 / -11.42

For each atom in turn, the natural (NBO) charge in e is:
1 C -0.46
2 C -0.41
3 C -0.39
4 C -0.43
5 C -0.51
6 C -0.50
7 C -0.03
8 C 0.32
9 C -0.79
10 N -0.64
11 S 0.11
12 S 0.51
13 H 0.21
14 H 0.24
15 H 0.21
16 H 0.23
17 H 0.23
18 H 0.23
19 H 0.25
20 H 0.24
21 H 0.25
22 H 0.25
23 H 0.23
24 H 0.26
25 H 0.25
26 H 0.25
27 H 0.45
28 H 0.45